This record from the Open Molecules 2025 dataset describes a molecular structure, C5H4O3 at a distorted geometry. The level of theory is the ωB97M-V functional and the def2-TZVPD basis.

Output
- Spin multiplicity: 1
- F_max: 0.168 hartree/bohr
- Energy relative to the best compared isomer or geometry (same formula, charge and spin): 147.7 kcal per mole
- E_tot: -418.4265 Eh

```
12
Properties=species:S:1:pos:R:3:forces:R:3
C 1.164 -0.320 0.010 2.4230 0.1520 0.3122
C 0.187 1.686 0.100 -0.3630 -2.4868 -1.3674
C -0.767 0.626 -0.155 2.7380 7.7299 2.6661
C -1.647 -1.081 -0.041 2.4963 0.6720 3.6441
C -0.136 -0.559 -0.216 -0.3509 -2.3168 -0.7953
H 2.899 -0.412 -0.437 -1.5799 -3.5879 3.2948
H 0.249 2.726 -0.027 -0.3844 1.0798 0.0868
H -2.160 -1.569 -0.845 -0.3179 -0.0240 -0.1139
H -1.574 -1.440 0.994 -0.9938 -1.3726 -0.7913
O 2.277 -1.107 0.265 1.2689 4.3503 -4.2724
O 1.516 1.094 0.024 -4.3273 -2.9520 0.1969
O -2.008 0.355 0.328 -0.6090 -1.2439 -2.8605
```
Positions in Å, forces in eV/Å.



This record from the Open Molecules 2025 dataset describes a single C5H4OS molecule at a distorted geometry. The level of theory is the ωB97M-V functional and the def2-TZVPD basis.

Output
- Spin multiplicity: 1
- F_max: 0.074 hartree/bohr
- Energy relative to the best compared isomer or geometry (same formula, charge and spin): 161.8 kcal per mole
- E_tot: -666.0791 Eh

```
11
Properties=species:S:1:pos:R:3:forces:R:3
C -1.567 0.774 -1.320 -1.2400 0.5746 -0.2074
C -2.073 -0.313 -0.798 1.1132 0.6729 -0.2474
C -0.561 -1.097 0.444 0.7411 0.1008 -0.2969
C 0.446 -0.319 0.096 -2.1901 1.8234 0.3817
C 1.639 -0.115 0.965 1.7719 -1.5649 -2.9955
O -1.899 -1.329 0.008 -0.9661 -0.5343 -0.1063
S 0.115 1.214 -0.929 0.5601 -0.4853 -0.0328
H -2.190 1.543 -1.922 1.1975 -1.6015 1.0639
H 2.543 -0.194 0.323 -0.3143 0.7471 0.0911
H 1.681 0.740 1.538 -0.3011 2.1544 0.8645
H 1.867 -0.904 1.593 -0.3721 -1.8870 1.4852
```
Positions in Å, forces in eV/Å.



This record from the Open Molecules 2025 dataset describes a single C5H4OS2 molecule at a distorted geometry. The level of theory is the ωB97M-V functional and the def2-TZVPD basis.

Output
- Spin multiplicity: 1
- F_max: 0.073 hartree/bohr
- SMILES: C#C[C@H]1SC(=S)[C@H]1O
- Energy relative to the best compared isomer or geometry (same formula, charge and spin): 78.0 kcal per mole
- E_tot: -1064.3809 Eh

```
12
Properties=species:S:1:pos:R:3:forces:R:3
C 0.233 -0.613 0.994 1.0629 -0.5790 -1.6734
C 0.944 0.700 0.501 2.0089 1.2782 2.7253
C -0.954 -0.068 0.135 -2.6174 -2.6557 -0.1035
C 2.047 0.383 -0.427 -0.8815 1.0696 -0.1122
C 2.885 0.032 -1.221 0.0958 -1.2822 0.2129
H 1.630 -1.617 0.046 -0.5814 -0.6164 0.5877
H 0.055 -0.583 2.064 -0.3158 0.0930 -0.0739
H 1.135 1.334 1.396 1.7728 -0.9256 -0.6311
H 3.560 -0.625 -1.783 -0.4701 1.1188 0.3124
O 1.000 -1.889 0.760 -1.4405 3.0644 -0.5958
S -0.635 1.620 0.182 0.6889 -0.3957 -1.0614
S -2.197 -0.745 -0.662 0.6776 -0.1693 0.4130
```
Positions in Å, forces in eV/Å.



This record from the Open Molecules 2025 dataset describes a single C5H4S molecule at a distorted geometry. The level of theory is the ωB97M-V functional and the def2-TZVPD basis.

Output
- Spin multiplicity: 1
- F_max: 0.057 hartree/bohr
- Energy relative to the best compared isomer or geometry (same formula, charge and spin): 107.0 kcal per mole
- E_tot: -590.8810 Eh

```
10
Properties=species:S:1:pos:R:3:forces:R:3
C -0.286 -0.934 -0.556 0.0094 0.9807 0.6344
C -1.648 -0.864 -0.135 -0.5359 -2.1045 -0.1502
C 0.447 0.213 -0.306 -1.1133 1.4891 0.6484
C 0.078 1.453 0.188 -1.5498 -1.4699 -0.1522
C 1.507 1.069 0.368 2.1789 -1.2565 -0.4177
S -2.072 0.248 1.004 0.6708 0.9461 -0.2413
H 0.220 -1.747 -0.996 -0.1295 -1.1420 -0.6828
H -2.483 -1.672 -0.434 2.1203 2.0147 0.2877
H 2.112 0.495 1.180 -1.2033 1.2274 -1.3128
H 2.124 1.739 -0.314 -0.4476 -0.6851 1.3864
```
Positions in Å, forces in eV/Å.



This record from the Open Molecules 2025 dataset describes a single C5H4S molecule at a distorted geometry. The level of theory is the ωB97M-V functional and the def2-TZVPD basis.

Output
- Spin multiplicity: 1
- F_max: 0.026 hartree/bohr
- Energy relative to the best compared isomer or geometry (same formula, charge and spin): 93.7 kcal per mole
- E_tot: -590.9021 Eh

```
10
Properties=species:S:1:pos:R:3:forces:R:3
C -2.726 1.443 -0.105 -0.4118 0.4669 -0.1265
C -1.918 0.471 -0.009 0.7200 -0.8099 0.2579
C 0.370 -0.496 -0.350 0.1988 -0.3917 -0.5224
C 1.428 0.430 0.226 0.6854 0.1116 0.1051
C -1.022 -0.481 0.243 0.4762 0.8139 -0.0232
S 3.039 0.358 -0.020 -1.3297 -0.2268 0.0794
H 0.284 -0.186 -1.401 -0.0292 -0.0700 0.1022
H 0.765 -1.517 -0.350 -0.0279 0.1457 -0.0302
H 1.044 1.248 0.824 -0.1526 0.1481 0.0819
H -1.262 -1.270 0.941 -0.1293 -0.1877 0.0760
```
Positions in Å, forces in eV/Å.



This record from the Open Molecules 2025 dataset describes a single C5H4S3 molecule. The level of theory is the ωB97M-V functional and the def2-TZVPD basis.

Output
- Spin multiplicity: 1
- F_max: 0.008 hartree/bohr
- SMILES: S=C1C=C/C(=C/S)S1
- Energy relative to the best compared isomer or geometry (same formula, charge and spin): 0.0 kcal per mole
- E_tot: -1387.4576 Eh

```
12
Properties=species:S:1:pos:R:3:forces:R:3
C 1.151 0.331 1.478 -0.2241 -0.1588 -0.3009
C 0.315 0.096 0.448 0.1861 0.1209 0.1467
C -1.572 -0.353 -1.205 -0.1331 -0.0318 0.2870
C -0.260 -0.226 -1.812 -0.0141 0.0181 -0.2313
C 0.733 0.019 -0.945 -0.2349 -0.1041 0.1538
H -0.534 0.222 3.113 -0.2055 -0.0405 -0.1280
H 2.214 0.449 1.263 -0.2561 0.0221 0.0946
H -0.178 -0.330 -2.891 0.1071 0.0505 0.2627
H 1.766 0.142 -1.214 0.2235 0.0383 -0.0620
S 0.779 0.444 3.175 0.3416 0.0550 -0.0436
S -1.429 -0.151 0.544 0.1932 0.0198 -0.1733
S -2.984 -0.642 -1.954 0.0163 0.0105 -0.0058
```
Positions in Å, forces in eV/Å.



Number 1: LUMO 0.447 eV. Number 2: LUMO -1.865 eV. Number 3: LUMO -0.517 eV. Number 4: LUMO -1.314 eV. Number 5: LUMO -1.936 eV. Number 6: LUMO -1.060 eV.